The following is a DFT calculation (wB97M-V/def2-TZVPD) of a cluster of 15 separate species, C42H93N9O21 in total in a non-equilibrium geometry.

The energy above the lowest of the compared OMol25 structures with the same formula, charge and spin comes out at 0.0 kJ/mol. The value obtained for the orbital gap is 9.47 eV. Its total energy is -3729.24571 hartree. The calculation puts the LUMO energy at 0.0181 Ha.

```
! RIJCOSX wB97M-V def2-TZVPD def2/J DEFGRID3
* xyz 0 1
O -1.617 5.877 4.846
C -1.672 4.991 5.745
O -2.405 3.855 5.601
C -3.402 3.958 4.481
C -3.788 2.526 4.253
C -0.943 5.026 7.056
H -2.950 4.416 3.665
H -4.261 4.569 4.771
H -4.403 2.081 5.018
H -2.869 2.030 4.001
H -4.396 2.561 3.341
H -1.251 4.260 7.785
H -0.977 6.047 7.474
H 0.131 4.746 6.864
O -4.515 -1.865 1.791
C -3.450 -2.007 2.340
O -2.675 -3.082 2.285
C -3.300 -4.213 1.684
C -4.282 -4.814 2.654
C -2.696 -0.944 3.165
H -2.529 -4.979 1.431
H -3.709 -4.029 0.661
H -3.820 -5.141 3.563
H -4.773 -5.683 2.252
H -5.077 -4.196 3.018
H -2.477 -1.160 4.198
H -3.203 0.011 3.164
H -1.701 -0.684 2.781
O 0.040 0.827 1.229
C 0.767 -0.159 1.249
O 0.549 -1.235 0.556
C -0.545 -1.239 -0.411
C 0.026 -1.108 -1.822
C 2.050 -0.221 2.055
H -1.228 -0.448 -0.186
H -1.019 -2.198 -0.390
H 0.706 -1.923 -2.059
H 0.542 -0.161 -1.883
H -0.760 -0.968 -2.601
H 2.870 0.416 1.638
H 2.405 -1.241 2.252
H 1.836 0.190 3.000
O 1.235 3.689 -4.934
C 0.621 4.351 -4.119
O -0.165 3.809 -3.178
C -0.089 2.375 -3.160
C -0.889 1.802 -4.284
C 0.636 5.842 -4.055
H -0.636 2.086 -2.280
H 0.940 2.027 -3.172
H -0.481 1.993 -5.279
H -1.882 2.240 -4.305
H -1.075 0.787 -4.047
H 0.023 6.188 -3.214
H 0.273 6.263 -5.005
H 1.666 6.144 -4.014
O -0.935 -2.135 -7.047
C -1.264 -0.973 -7.179
O -2.402 -0.498 -6.657
C -3.181 -1.451 -5.842
C -4.598 -0.954 -5.734
C -0.484 0.215 -7.755
H -2.723 -1.595 -4.870
H -3.164 -2.375 -6.389
H -5.124 -1.135 -6.668
H -4.743 0.059 -5.400
H -5.118 -1.565 -5.035
H -0.076 0.172 -8.784
H 0.369 0.278 -7.052
H -1.119 1.072 -7.628
O -0.135 -4.819 -1.539
C 0.134 -4.559 -2.717
O 1.377 -4.210 -3.028
C 2.379 -4.326 -1.906
C 3.605 -3.542 -2.306
C -0.682 -4.815 -3.985
H 2.523 -5.394 -1.798
H 1.880 -3.995 -1.035
H 4.390 -3.730 -1.535
H 3.422 -2.462 -2.319
H 4.009 -3.908 -3.291
H -0.182 -5.590 -4.515
H -0.665 -3.955 -4.637
H -1.714 -5.024 -3.685
O 2.829 -4.267 3.023
C 1.720 -4.329 2.520
N 0.685 -3.425 2.700
C 1.470 -5.540 1.672
H 0.947 -2.481 2.972
H -0.119 -3.498 2.105
H 1.877 -6.408 2.215
H 2.046 -5.543 0.772
H 0.367 -5.766 1.547
O 1.306 0.854 5.552
C 1.604 -0.305 5.878
N 2.864 -0.806 5.735
C 0.613 -1.351 6.472
H 3.650 -0.316 5.308
H 3.064 -1.774 5.890
H -0.242 -0.733 6.569
H 0.911 -1.652 7.464
H 0.440 -2.150 5.719
O 5.886 1.190 -0.475
C 5.000 1.726 0.156
N 3.742 1.773 -0.284
C 5.230 2.409 1.484
H 3.606 1.438 -1.247
H 3.097 2.438 0.141
H 4.769 3.413 1.397
H 6.289 2.523 1.747
H 4.589 2.048 2.308
O -2.460 3.681 1.481
C -1.677 4.133 0.616
N -0.988 3.335 -0.250
C -1.631 5.627 0.303
H -0.787 2.425 0.142
H -0.413 3.711 -0.967
H -1.007 5.819 -0.552
H -1.284 6.135 1.192
H -2.603 6.062 0.132
O 5.194 -1.029 4.051
C 5.667 -1.425 2.980
N 5.100 -2.329 2.180
C 6.950 -0.902 2.492
H 5.347 -2.479 1.207
H 4.238 -2.780 2.499
H 7.623 -0.710 3.297
H 6.826 0.011 1.941
H 7.519 -1.466 1.681
O 3.217 0.914 -3.259
C 4.115 0.296 -3.810
N 5.313 0.025 -3.267
C 3.991 -0.337 -5.159
H 5.593 0.531 -2.412
H 6.036 -0.194 -3.951
H 4.241 -1.401 -4.976
H 4.756 0.113 -5.753
H 3.080 -0.117 -5.695
O -4.639 -4.545 -2.489
C -4.601 -3.381 -1.984
N -5.622 -2.653 -1.514
C -3.215 -2.742 -1.886
H -6.612 -2.848 -1.739
H -5.471 -1.644 -1.260
H -2.645 -3.263 -1.173
H -3.422 -1.736 -1.533
H -2.730 -2.646 -2.848
O -4.748 0.151 -1.490
C -4.259 1.273 -1.095
N -3.911 1.372 0.207
C -4.039 2.509 -1.958
H -4.210 0.642 0.798
H -3.688 2.230 0.683
H -3.176 2.984 -1.567
H -4.929 3.138 -1.828
H -3.867 2.275 -3.018
O 2.311 3.472 1.990
C 1.937 3.310 3.138
N 2.877 3.223 4.158
C 0.509 3.250 3.566
H 3.840 3.005 3.885
H 2.561 2.849 5.042
H 0.387 2.428 4.300
H -0.261 3.076 2.802
H 0.242 4.090 4.202
*
```